Below is a single C4H9NO molecule, with properties calculated with ωB97M-V/def2-TZVPD.

```
! wB97M-V def2-TZVPD RIJCOSX def2/J DEFGRID3
* xyz 0 1
C -1.30 0.19 1.00
C -0.22 -0.30 0.04
C -0.72 -0.42 -1.40
N 0.95 0.57 0.11
C 2.19 0.13 0.43
O 2.48 -1.01 0.71
H -2.16 -0.49 0.99
H -1.66 1.18 0.70
H -0.92 0.25 2.02
H 0.15 -1.27 0.37
H 0.07 -0.79 -2.06
H -1.06 0.56 -1.77
H -1.57 -1.11 -1.45
H 0.83 1.55 -0.11
H 2.94 0.95 0.43
*
```

Values from the calculation:
LUMO energy   0.881 eV
Kohn-Sham gap   10.648 eV
Relative energy (zero: lowest compared OMol25 entry of this formula, charge and spin)   33.9 kJ/mol
Structure (SMILES)   CC(C)NC=O
Electronic energy   -287.8195 a.u.
F_max   0.29 eV/Å